DFT (ωB97M-V with the def2-TZVPD basis set) results for one molecule with the formula C10H15ClO at a distorted geometry.

The geometry in ORCA input format:
```
! wB97M-V def2-TZVPD RIJCOSX def2/J DEFGRID3
* xyz 0 1
C -1.517 -0.679 0.649
C -0.216 -1.367 0.315
C -2.309 -0.470 -1.609
C -1.273 0.773 1.053
C -0.432 1.451 -0.015
C 0.892 -0.662 0.093
C 0.971 0.827 -0.138
C -0.278 -2.863 0.367
C 1.471 1.081 -1.569
C 1.951 1.459 0.857
O -2.552 -0.757 -0.366
Cl 2.401 -1.493 -0.115
H -1.981 -1.221 1.487
H -3.298 -0.572 -2.110
H -2.229 1.286 1.171
H -0.759 0.779 2.016
H -0.955 1.336 -0.970
H -0.336 2.516 0.197
H 0.586 -3.314 -0.114
H -1.179 -3.204 -0.140
H -0.317 -3.209 1.402
H 0.809 0.604 -2.288
H 2.476 0.694 -1.711
H 1.481 2.154 -1.760
H 1.644 1.271 1.883
H 2.002 2.534 0.698
H 2.948 1.046 0.717
*
```

Lowest unoccupied orbital energy: 0.7 eV
Relative energy (zero: lowest compared OMol25 entry of this formula, charge and spin): 0.00 kcal per mole
Highest occupied orbital energy: -8.41 eV
DFT total energy: -925.36592 a.u.
Frontier orbital gap: 9.144 eV

DFT (ωB97M-V with the def2-TZVPD basis set) results for a 2-piece molecular cluster, C10H15ClSSi overall at a distorted geometry.

The geometry in ORCA input format:
```
! wB97M-V def2-TZVPD RIJCOSX def2/J DEFGRID3
* xyz 0 1
C 3.782 1.042 0.456
C 3.360 0.039 1.282
C 3.630 1.018 -0.963
C 2.685 -1.057 0.742
C 2.851 -0.053 -1.512
C 2.432 -1.089 -0.671
C -2.893 -0.912 -1.478
C -3.264 1.677 0.600
C -2.005 -1.254 1.641
C -0.688 0.572 -0.558
Si -2.390 0.028 0.135
S 1.423 -2.294 -1.325
Cl 0.029 2.047 -0.058
H 4.338 1.871 0.840
H 3.482 -0.115 2.438
H 3.895 1.891 -1.483
H 2.284 -1.856 1.240
H 2.673 0.072 -2.574
H -3.661 -1.620 -1.277
H -3.114 -0.201 -2.385
H -2.026 -1.450 -1.800
H -3.664 2.280 -0.124
H -4.151 1.282 1.197
H -2.881 2.315 1.344
H -2.689 -2.029 1.905
H -1.146 -1.761 1.353
H -1.985 -0.693 2.632
H -0.306 0.252 -1.598
*
```

Lowest unoccupied orbital energy (alpha / beta): 0.1 / -1.9 eV
Relative energy (zero: lowest compared OMol25 entry of this formula, charge and spin): 83.45 kcal per mole
Highest occupied orbital energy (alpha / beta): -8.58 / -7.84 eV
DFT total energy: -1537.78651 a.u.
Frontier orbital gap (alpha / beta): 8.670 / 5.894 eV

DFT (ωB97M-V with the def2-TZVPD basis set) results for one molecule with the formula C10H15FO at a distorted geometry.

The geometry in ORCA input format:
```
! wB97M-V def2-TZVPD RIJCOSX def2/J DEFGRID3
* xyz 0 1
C -2.629 1.570 0.293
C -1.435 1.906 0.737
C -3.216 0.283 -0.344
C -0.507 0.855 0.932
C -2.463 -0.738 -0.761
C 0.683 0.894 0.373
C 1.509 -0.572 -1.364
C 1.292 -1.471 0.926
C 3.185 0.338 0.333
C 1.706 -0.156 0.097
O -2.879 -1.914 -1.267
F 1.126 2.058 -0.118
H -3.406 2.350 0.292
H -1.316 2.833 1.164
H -4.269 0.256 -0.297
H -0.809 -0.081 1.286
H -1.387 -0.735 -0.630
H 1.778 -1.591 -1.487
H 2.164 0.029 -1.959
H 0.395 -0.332 -1.422
H 1.093 -1.220 1.995
H 0.338 -1.747 0.541
H 2.181 -2.191 1.010
H 3.837 -0.494 -0.008
H 3.402 0.436 1.442
H 3.497 1.249 -0.361
H -3.872 -1.814 -1.404
*
```

Lowest unoccupied orbital energy: 0.8 eV
Relative energy (zero: lowest compared OMol25 entry of this formula, charge and spin): 14.67 kcal per mole
Highest occupied orbital energy: -8.16 eV
DFT total energy: -565.02348 a.u.
Frontier orbital gap: 8.909 eV

DFT (ωB97M-V with the def2-TZVPD basis set) results for C10H15IrN2O10PS2Se as an isolated structure.

The geometry in ORCA input format:
```
! wB97M-V def2-TZVPD RIJCOSX def2/J DEFGRID3
* xyz -1 1
Ir 0.233 0.906 0.679
C 1.448 -4.939 0.944
C 2.011 -4.001 -0.096
O 2.385 -2.772 0.557
P 1.974 -1.386 -0.100
S 2.459 0.145 1.065
S 0.003 -1.204 -0.447
O 2.824 -1.476 -1.443
C 2.715 -0.418 -2.428
C 4.098 -0.117 -2.947
H 1.187 -5.894 0.485
H 0.555 -4.507 1.395
H 2.180 -5.118 1.732
H 1.272 -3.798 -0.875
H 2.906 -4.402 -0.572
H 2.266 0.465 -1.967
H 2.048 -0.784 -3.209
H 4.722 0.268 -2.141
H 4.036 0.648 -3.723
H 4.565 -1.008 -3.368
C -2.326 3.042 -1.233
C -2.614 2.175 -0.066
N -1.773 1.388 0.580
C -2.467 0.738 1.564
C -3.777 1.100 1.498
N -3.847 1.999 0.464
C -4.987 0.736 2.267
O -4.820 -0.120 3.253
O -6.059 1.206 1.954
C -1.706 -0.052 2.563
O -2.326 -0.689 3.425
O -0.440 0.005 2.432
H -1.374 3.563 -1.124
H -3.118 3.780 -1.358
H -2.265 2.432 -2.137
H -4.706 2.440 0.177
H -3.846 -0.381 3.367
O 0.625 4.620 -0.787
Se 1.386 3.301 -0.267
O 0.745 1.904 -1.007
O 0.822 2.863 1.263
O 2.984 3.338 -0.371
*
```

Lowest unoccupied orbital energy: 2.5 eV
Relative energy (zero: lowest compared OMol25 entry of this formula, charge and spin): 0.00 kcal per mole
Highest occupied orbital energy: -5.72 eV
DFT total energy: -4895.72909 a.u.
Frontier orbital gap: 8.196 eV

DFT (ωB97M-V with the def2-TZVPD basis set) results for a 2-piece molecular cluster, C10H15N2 overall at a distorted geometry.

The geometry in ORCA input format:
```
! wB97M-V def2-TZVPD RIJCOSX def2/J DEFGRID3
* xyz 1 1
C -0.708 -1.870 1.870
C 1.736 0.168 -0.060
C 0.613 -0.669 -0.034
C 0.152 -0.785 1.327
C 0.935 0.088 2.064
C 2.601 0.122 -1.172
C 2.198 -0.560 -2.300
C 1.021 -1.331 -2.258
C 0.204 -1.438 -1.154
N 1.935 0.588 1.234
H 3.405 0.829 -1.301
H 2.748 -0.517 -3.227
H 2.638 1.197 1.617
H 0.540 -1.844 -3.094
H 1.120 -0.011 3.123
H -0.738 -1.965 -1.174
H -0.753 -1.777 2.960
H -0.266 -2.823 1.603
H -1.768 -1.873 1.579
C -2.800 1.996 -0.619
N -1.556 1.714 0.151
H -0.600 2.024 -0.024
H -1.753 1.995 1.113
H -1.434 0.693 0.122
H -3.634 1.579 -0.050
H -2.864 1.414 -1.538
H -2.975 3.058 -0.758
*
```

Lowest unoccupied orbital energy: -3.3 eV
Relative energy (zero: lowest compared OMol25 entry of this formula, charge and spin): 32.62 kcal per mole
Highest occupied orbital energy: -11.31 eV
DFT total energy: -499.30042 a.u.
Frontier orbital gap: 8.018 eV

DFT (ωB97M-V with the def2-TZVPD basis set) results for an isolated ion of composition C10H15N2 and charge +1 at a distorted geometry.

The geometry in ORCA input format:
```
! wB97M-V def2-TZVPD RIJCOSX def2/J DEFGRID3
* xyz 1 1
C 1.263 2.465 1.345
C -0.087 2.795 1.251
C 1.800 1.281 0.836
C -0.979 1.770 0.669
C 0.950 0.352 0.279
C -0.434 0.616 0.148
C 0.013 -1.197 -1.144
C 2.517 -1.480 -0.371
C -2.287 -0.346 -1.251
C -1.434 -1.522 0.675
N 1.198 -0.959 -0.187
N -1.107 -0.589 -0.412
H 1.803 3.219 1.773
H -0.276 3.787 1.595
H 2.832 1.182 0.927
H -1.929 1.997 0.265
H 0.147 -0.486 -2.025
H -0.151 -2.165 -1.391
H 3.028 -1.118 -1.309
H 3.045 -1.330 0.459
H 2.488 -2.542 -0.828
H -1.999 -0.415 -2.230
H -3.096 -0.905 -0.937
H -2.584 0.695 -1.053
H -1.771 -2.488 0.415
H -0.590 -1.522 1.319
H -2.359 -1.095 1.179
*
```

Lowest unoccupied orbital energy: -2.7 eV
Relative energy (zero: lowest compared OMol25 entry of this formula, charge and spin): 78.01 kcal per mole
Highest occupied orbital energy: -11.96 eV
DFT total energy: -499.22809 a.u.
Frontier orbital gap: 9.273 eV

DFT (ωB97M-V with the def2-TZVPD basis set) results for an isolated ion of composition C10H15N2O3 and charge +1 at a distorted geometry.

The geometry in ORCA input format:
```
! wB97M-V def2-TZVPD RIJCOSX def2/J DEFGRID3
* xyz 1 1
C -0.476 0.180 -2.221
C 1.746 -0.332 -1.917
C -0.428 0.244 -0.756
C 0.897 -0.238 -0.320
C -1.508 1.269 -0.133
C 1.200 -1.224 0.732
C -1.070 1.804 1.199
C -2.497 2.016 -0.976
C 0.123 -1.604 1.651
C 2.242 -2.300 0.491
N -1.670 -0.192 -0.141
N 1.751 0.161 0.882
O -1.398 0.173 -2.958
O 2.893 -0.593 -1.948
O 0.842 0.007 -2.807
H -0.749 1.063 1.824
H -1.809 2.579 1.686
H -0.296 2.558 1.132
H -3.332 2.542 -0.409
H -2.993 1.207 -1.555
H -1.982 2.658 -1.754
H 0.302 -1.838 2.663
H -0.373 -2.488 1.211
H -0.597 -0.818 1.861
H 2.908 -1.894 -0.278
H 1.684 -3.191 0.319
H 2.773 -2.278 1.393
H -2.254 -0.627 -0.842
H 2.793 0.276 0.576
H 1.275 0.876 1.396
*
```

Lowest unoccupied orbital energy: -3.2 eV
Relative energy (zero: lowest compared OMol25 entry of this formula, charge and spin): 86.03 kcal per mole
Highest occupied orbital energy: -13.50 eV
DFT total energy: -724.91807 a.u.
Frontier orbital gap: 10.298 eV

DFT (ωB97M-V with the def2-TZVPD basis set) results for C10H15N2O3S2Se2Te2V as an isolated structure at a distorted geometry.

The geometry in ORCA input format:
```
! wB97M-V def2-TZVPD RIJCOSX def2/J DEFGRID3
* xyz -1 4
V 0.900 1.453 -1.725
Se 2.849 1.554 -2.167
Te 1.306 5.567 -3.103
Te 1.000 8.177 -3.662
Se 1.547 3.282 -2.500
C -2.930 -0.313 -0.959
N -1.519 -0.227 -1.323
C -1.042 0.909 -2.008
S -0.337 0.904 -3.559
N -1.210 2.147 -1.384
C -1.661 3.360 -2.072
H -3.468 -1.048 -1.567
H -3.413 0.653 -1.105
H -3.042 -0.592 0.094
H -1.134 -1.074 -1.700
H -1.627 2.068 -0.467
H -1.313 3.348 -3.100
H -1.180 4.219 -1.607
H -2.749 3.455 -2.039
C 0.545 -3.679 4.440
C 0.765 -2.963 3.134
C -0.225 -2.144 2.598
C 0.018 -1.398 1.455
C 1.245 -1.490 0.819
C 2.230 -2.330 1.321
C 1.986 -3.060 2.473
S 1.682 -0.319 -0.435
O 0.943 0.905 -0.010
O 3.121 -0.218 -0.313
O 1.198 -0.745 -1.739
H -0.512 -3.887 4.604
H 0.888 -3.052 5.266
H 1.100 -4.616 4.478
H -1.184 -2.059 3.095
H -0.734 -0.725 1.063
H 3.188 -2.374 0.823
H 2.770 -3.687 2.881
*
```

Lowest unoccupied orbital energy (alpha / beta): 2.3 / 1.5 eV
Relative energy (zero: lowest compared OMol25 entry of this formula, charge and spin): 159.84 kcal per mole
Highest occupied orbital energy (alpha / beta): -3.18 / -3.27 eV
DFT total energy: -7804.46167 a.u.
Frontier orbital gap (alpha / beta): 5.441 / 4.809 eV

DFT (ωB97M-V with the def2-TZVPD basis set) results for C10H15N3O2 as an isolated structure at a distorted geometry.

The geometry in ORCA input format:
```
! wB97M-V def2-TZVPD RIJCOSX def2/J DEFGRID3
* xyz 2 1
C 1.247 -1.974 -0.068
C 1.199 -0.587 0.107
C -0.873 -1.383 0.124
C -0.342 2.058 -0.499
C -0.722 1.035 0.276
C 2.301 0.287 0.255
C -0.964 3.387 -0.456
C 2.352 1.635 1.086
C -2.878 -2.769 -0.489
C -2.338 -1.502 0.178
N -0.013 -2.416 -0.035
N 3.566 -0.095 -0.266
N -0.157 -0.254 0.196
O 4.514 -0.674 0.063
O 3.210 0.533 -1.276
H 2.094 -2.629 -0.174
H 0.440 1.918 -1.237
H -1.551 1.117 0.965
H -1.510 3.559 -1.387
H -0.202 4.166 -0.426
H -1.648 3.503 0.379
H 3.144 1.537 1.828
H 1.396 1.813 1.566
H 2.598 2.473 0.437
H -2.574 -2.827 -1.532
H -3.963 -2.737 -0.467
H -2.574 -3.673 0.033
H -2.652 -1.500 1.231
H -2.788 -0.617 -0.281
H -0.309 -3.385 -0.131
*
```

Lowest unoccupied orbital energy: -9.5 eV
Relative energy (zero: lowest compared OMol25 entry of this formula, charge and spin): 98.00 kcal per mole
Highest occupied orbital energy: -17.16 eV
DFT total energy: -703.99572 a.u.
Frontier orbital gap: 7.681 eV

DFT (ωB97M-V with the def2-TZVPD basis set) results for an isolated ion of composition C10H15N3O5S and charge -2 at a distorted geometry.

The geometry in ORCA input format:
```
! wB97M-V def2-TZVPD RIJCOSX def2/J DEFGRID3
* xyz -2 1
O 1.840 -0.852 1.059
O -2.077 0.030 3.941
O -0.046 -1.040 -3.832
O -1.885 -0.537 -0.225
O -3.569 1.517 3.316
S 0.972 3.028 -2.606
C 1.003 -1.184 1.893
C -2.440 0.996 3.225
C 0.191 -0.385 -2.808
C -1.083 0.387 0.000
N 1.171 -0.720 -1.947
N -0.597 1.145 -1.004
N -0.141 -0.534 2.101
C 1.283 -2.415 2.686
C 2.124 -1.731 -2.201
C -0.411 2.031 -3.279
C -1.422 1.609 2.273
C -0.731 0.796 -2.418
C -0.570 0.686 1.398
H 1.262 -0.171 -1.098
H 0.032 1.910 -0.821
H -0.718 -0.863 2.884
H 0.419 -3.047 2.733
H 1.594 -2.125 3.691
H 2.121 -2.966 2.228
H 2.764 -1.910 -1.345
H 1.615 -2.674 -2.319
H 2.756 -1.569 -3.102
H -1.332 2.656 -3.316
H -0.143 1.722 -4.275
H -0.668 2.129 2.886
H -1.928 2.331 1.629
H -1.735 0.477 -2.621
H 0.350 1.272 1.272
*
```

Lowest unoccupied orbital energy: 5.2 eV
Relative energy (zero: lowest compared OMol25 entry of this formula, charge and spin): 0.00 kcal per mole
Highest occupied orbital energy: -1.00 eV
DFT total energy: -1328.84057 a.u.
Frontier orbital gap: 6.164 eV

DFT (ωB97M-V with the def2-TZVPD basis set) results for a 5-piece molecular cluster, C10H15N5 overall at a distorted geometry.

The geometry in ORCA input format:
```
! wB97M-V def2-TZVPD RIJCOSX def2/J DEFGRID3
* xyz 0 1
C 0.622 1.304 -0.416
C 0.582 0.436 0.793
N 0.526 -0.215 1.755
H 1.548 1.231 -0.987
H 0.566 2.350 -0.112
H -0.190 1.247 -1.141
C 2.097 4.796 2.150
C 3.397 4.587 2.798
N 4.422 4.436 3.339
H 1.834 3.782 1.848
H 2.358 5.446 1.315
H 1.335 5.326 2.720
C -3.299 -0.468 -2.378
C -3.550 -1.846 -1.930
N -3.739 -2.951 -1.595
H -2.240 -0.251 -2.235
H -3.948 0.201 -1.813
H -3.573 -0.412 -3.432
C 0.218 -2.453 -4.445
C 0.124 -1.176 -3.797
N 0.079 -0.183 -3.274
H -0.383 -3.151 -3.861
H 1.239 -2.833 -4.416
H -0.326 -2.266 -5.371
C 0.026 -2.601 3.689
C 0.091 -3.287 4.930
N 0.049 -3.874 5.913
H -0.709 -3.037 3.013
H 1.004 -2.609 3.207
H -0.161 -1.529 3.732
*
```

Lowest unoccupied orbital energy: 0.2 eV
Relative energy (zero: lowest compared OMol25 entry of this formula, charge and spin): 38.63 kcal per mole
Highest occupied orbital energy: -11.12 eV
DFT total energy: -663.74613 a.u.
Frontier orbital gap: 11.274 eV

DFT (ωB97M-V with the def2-TZVPD basis set) results for a 2-piece molecular cluster, C10H15NO2 overall at a distorted geometry.

The geometry in ORCA input format:
```
! wB97M-V def2-TZVPD RIJCOSX def2/J DEFGRID3
* xyz 0 1
C 2.388 2.514 1.339
C -1.016 1.286 0.747
C -0.016 2.197 0.964
C -1.037 0.054 1.363
C 1.176 1.710 1.637
C 0.029 -0.432 2.146
C 1.122 0.475 2.278
O -1.999 -0.871 1.141
H -1.868 1.585 0.142
H 0.041 3.189 0.517
H -2.731 -0.426 0.702
H -0.015 -1.443 2.458
H 3.144 2.105 2.093
H 2.231 3.488 1.734
H 2.002 0.108 2.831
H 2.751 2.551 0.328
C -0.169 -0.180 -2.001
C -0.573 -0.059 -3.481
C 0.152 -1.666 -1.640
O 1.112 -2.274 -2.031
N -0.936 -2.374 -1.088
H 0.844 0.275 -1.775
H -0.659 0.456 -1.304
H -0.350 0.938 -3.831
H -0.932 -3.349 -1.161
H -1.730 -1.884 -0.670
H -1.613 -0.391 -3.645
H -0.014 -0.838 -4.008
*
```

Lowest unoccupied orbital energy: 0.5 eV
Relative energy (zero: lowest compared OMol25 entry of this formula, charge and spin): 34.74 kcal per mole
Highest occupied orbital energy: -8.48 eV
DFT total energy: -595.25032 a.u.
Frontier orbital gap: 9.022 eV